# C39H52N4OP2Pb

C39H52N4OP2Pb as an isolated structure at a distorted geometry (wB97M-V/def2-TZVPD, the OMol25 dataset).

```
99
Properties=species:S:1:pos:R:3:forces:R:3
Pb -0.8375 1.0395 0.8952 0.24 2.49 1.28
C 5.1118 -3.7376 -3.8562 -0.42 0.03 -0.04
C 3.7876 -3.7376 -4.0501 0.41 0.03 0.06
C 2.7709 -4.8242 -3.8165 0.03 -0.19 0.03
C 3.1840 -5.9968 -2.8996 -0.02 0.11 -0.13
C 3.5587 -5.5542 -1.5056 0.33 0.18 0.14
C 4.7349 -5.0991 -1.0578 -0.36 -0.12 -0.08
C 6.0388 -4.8961 -1.7841 0.06 0.01 -0.16
C 5.9907 -4.8454 -3.3272 0.01 -0.07 0.15
C -1.1540 1.6661 2.8849 -0.67 0.51 2.62
H 5.6343 -2.8074 -4.0801 -0.08 -0.10 0.01
H 3.3557 -2.8139 -4.4375 0.07 -0.11 0.02
H 2.4512 -5.2304 -4.7891 0.05 0.08 0.15
H 1.8742 -4.3518 -3.3913 0.09 -0.05 -0.02
H 2.3267 -6.6765 -2.8290 0.13 0.08 -0.01
H 3.9859 -6.5718 -3.3659 -0.15 0.06 0.08
H 2.7445 -5.5877 -0.7814 0.11 0.00 -0.05
H 4.7775 -4.8256 -0.0028 -0.03 -0.04 -0.14
H 6.7459 -5.6828 -1.4773 -0.13 0.13 -0.04
H 6.4765 -3.9557 -1.4205 -0.08 -0.13 -0.05
H 7.0141 -4.6754 -3.6824 -0.15 -0.03 0.04
H 5.6922 -5.8172 -3.7245 0.08 0.16 0.03
H -0.7523 2.6802 3.0641 -0.29 -0.68 -0.15
H -0.6856 0.9656 3.6066 -0.15 0.26 -0.49
H -2.2483 1.6763 3.0726 0.74 0.13 -0.01
P -0.6046 -1.1760 1.4962 0.43 -5.03 0.35
P -0.5363 0.2415 -1.2499 -0.12 -1.51 -3.45
N 0.7070 -1.5981 2.5502 0.11 0.06 0.01
N -1.8922 -2.0374 2.3113 -0.11 -0.10 0.05
N 1.1034 0.2660 -1.8302 -0.05 0.35 0.02
N -1.4578 0.8563 -2.5888 0.10 0.06 0.44
C -0.3050 -2.2357 -0.0174 0.31 0.03 0.36
C -0.9222 -1.5789 -1.2638 -0.15 0.27 0.24
C 1.7065 -0.6907 2.9189 0.17 -0.59 0.16
C 2.6885 -1.3911 3.5885 -0.34 0.32 -0.17
C 2.2886 -2.7685 3.6318 -0.45 -0.12 -0.23
C 1.0748 -2.8766 2.9829 0.30 0.40 0.25
C -2.4873 -1.5859 3.4906 -0.21 -0.49 -0.26
C -3.6558 -2.2976 3.6820 0.36 0.22 -0.03
C -3.8035 -3.1954 2.5750 0.38 0.09 -0.23
C -2.7174 -3.0095 1.7412 -0.27 0.17 0.46
C 2.0022 1.2703 -1.4536 0.30 -0.37 -0.45
C 3.2084 1.0262 -2.0787 -0.48 0.19 0.27
C 3.0560 -0.1622 -2.8651 -0.49 -0.20 0.01
C 1.7602 -0.6115 -2.7005 0.41 0.30 0.00
C -1.2797 0.6147 -3.9530 -0.31 0.27 -0.18
C -2.3640 1.1469 -4.6240 0.48 -0.23 0.27
C -3.2421 1.7225 -3.6473 0.22 -0.03 0.55
C -2.6671 1.5349 -2.4061 -0.09 -0.07 -0.55
H -0.6672 -3.2691 0.1394 0.26 0.54 -0.11
H 0.7981 -2.2778 -0.1119 -0.48 0.00 0.03
H -0.5856 -2.0714 -2.1940 -0.01 0.35 0.37
H -2.0285 -1.6292 -1.2437 0.54 0.07 -0.02
H 1.6014 0.3644 2.6555 0.17 -0.53 0.13
H 3.5965 -0.9610 4.0165 -0.44 -0.20 -0.21
H 2.8306 -3.5912 4.1043 -0.25 0.39 -0.26
H 0.4157 -3.7288 2.8079 0.32 0.38 0.11
H -2.0053 -0.8090 4.0860 -0.27 -0.39 -0.23
H -4.3286 -2.1965 4.5360 0.31 -0.03 -0.41
H -4.6116 -3.9118 2.4160 0.37 0.33 0.06
H -2.4573 -3.4841 0.7939 -0.27 0.22 0.55
H 1.6767 2.0509 -0.7640 0.28 -0.36 -0.32
H 4.1126 1.6317 -1.9762 -0.48 -0.30 -0.05
H 3.8215 -0.6417 -3.4815 -0.40 0.21 0.36
H 1.2512 -1.4790 -3.1196 0.26 0.38 0.17
H -0.3776 0.1229 -4.3182 -0.41 0.23 0.15
H -2.5050 1.1433 -5.7078 0.09 -0.03 0.54
H -4.1863 2.2376 -3.8388 0.47 -0.25 0.12
H -2.9802 1.8200 -1.4004 0.15 -0.04 -0.50
C 1.2416 3.9227 1.4788 0.52 -0.07 -0.03
C 0.3859 5.1702 1.6443 0.14 0.11 0.35
C 0.5843 6.1272 0.4681 0.12 0.40 -0.27
C -1.1135 4.9432 1.8875 -0.43 -0.13 0.27
C -1.6985 5.8691 2.7725 -0.09 -0.60 -0.51
C -3.0466 5.8337 3.0784 -0.10 0.06 0.04
C -3.8613 4.8696 2.5137 0.59 -0.29 -0.31
C -3.3447 3.9016 1.6364 0.41 0.22 0.14
C -4.3183 2.8755 1.0642 -0.06 -0.01 0.12
C -5.0860 2.1008 2.1520 -0.22 -0.17 0.12
C -5.3101 3.5684 0.1189 -0.12 0.06 -0.45
C -1.9515 3.9219 1.2945 0.18 0.09 -0.09
O -1.4453 2.9799 0.4300 -1.07 3.34 -0.46
H 0.9125 3.3989 0.5820 0.10 -0.17 0.15
H 1.1951 3.2626 2.3643 -0.07 0.18 -0.47
H 2.3084 4.2021 1.3445 -0.55 -0.07 0.07
H 0.8131 5.6848 2.5361 -0.58 -0.19 -0.36
H 0.2030 5.6778 -0.4711 0.18 0.28 0.43
H 0.0487 7.0815 0.6641 0.26 -0.59 -0.25
H 1.6638 6.3644 0.3499 -0.58 -0.14 -0.05
H -1.1015 6.6471 3.2351 0.22 -0.11 -0.11
H -3.4650 6.5643 3.7594 0.00 0.00 0.01
H -4.9098 4.8846 2.7773 -0.11 -0.19 -0.10
H -3.7655 2.1226 0.4905 0.07 0.23 0.06
H -5.7177 2.7719 2.7693 0.35 -0.35 -0.31
H -5.7536 1.3504 1.6776 0.34 0.40 0.26
H -4.3989 1.5541 2.8224 -0.29 0.24 -0.22
H -4.7602 4.0866 -0.6955 -0.38 -0.21 0.45
H -5.9909 2.8216 -0.3410 0.29 0.41 0.22
H -5.9275 4.3163 0.6620 0.38 -0.42 -0.32
```
Forces are in eV/Å.

net charge = 0
Kohn-Sham gap = 6.751 eV
relative energy (zero: lowest compared OMol25 entry of this formula, charge and spin) = 25.5 kJ/mol
HOMO = -6.59 eV
energy = -2686.86705 a.u.

# C2

A 2-piece molecular cluster, C2 overall at a distorted geometry (wB97M-V/def2-TZVPD, the OMol25 dataset).

```
2
Properties=species:S:1:pos:R:3:forces:R:3
C 0.5019 0.5914 1.2339 -1.22 -1.44 -3.00
C -0.5019 -0.5914 -1.2339 1.22 1.44 3.00
```
Forces are in eV/Å.

net charge = 0
Kohn-Sham gap = 5.136 eV
relative energy (zero: lowest compared OMol25 entry of this formula, charge and spin) = 805.8 kJ/mol
HOMO = -7.87 eV
energy = -75.57057 a.u.

# C26H52NO6S2

A 3-piece molecular cluster, C26H52NO6S2 overall at a distorted geometry (wB97M-V/def2-TZVPD, the OMol25 dataset).

```
87
Properties=species:S:1:pos:R:3:forces:R:3
C -4.5566 -3.8243 -0.6374 0.81 -0.06 0.35
C -3.3271 -4.0794 0.3109 0.02 0.68 -0.98
C -2.0347 -3.2793 -0.1398 -0.11 -1.15 0.47
C -1.0634 -4.1670 -1.0099 -0.47 1.48 0.46
C 0.2809 -3.3746 -1.2615 0.17 -1.62 -0.50
C 0.5657 -3.3340 -2.8006 0.13 0.31 -0.35
C -0.2875 -2.2742 -3.5679 -0.68 -0.05 0.62
C -0.0539 -0.7727 -3.1634 0.38 -0.33 -1.00
C 1.4372 -0.3296 -2.9397 -0.69 1.18 1.27
C 1.4025 0.8788 -1.9004 0.25 0.25 -0.70
C 2.4291 2.0195 -2.2296 -1.24 0.15 0.64
C 2.3580 3.1171 -1.0890 0.97 -0.65 -0.16
C 3.6127 2.9791 -0.1361 -0.44 -0.10 0.62
C 3.1694 2.7622 1.3795 0.56 1.52 -0.90
C 3.1111 4.1979 2.0427 -0.19 -0.85 0.24
C 2.8634 4.1407 3.6013 -0.35 -0.11 -1.36
N 1.4021 4.3031 3.8269 1.29 0.17 0.44
C 1.0930 5.3311 4.8403 -0.87 -0.03 0.25
C -0.2203 4.8641 5.5792 -1.80 0.73 0.97
O -0.1745 3.8378 6.2923 1.21 -0.53 -0.41
O -1.2822 5.5485 5.4590 1.37 0.24 -0.68
H -4.5406 -2.7691 -0.9926 -0.01 -1.39 0.51
H -5.4913 -4.0260 -0.0664 0.46 0.14 -0.67
H -4.4977 -4.4891 -1.5353 -0.20 0.52 0.68
H -3.0780 -5.1647 0.2584 -0.20 0.66 0.57
H -3.5974 -3.7510 1.3427 0.21 -0.52 -0.68
H -1.5100 -3.0155 0.8155 -0.15 0.02 -0.91
H -2.2928 -2.3438 -0.6864 0.13 -0.60 0.46
H -1.5418 -4.3677 -2.0020 0.27 -0.04 0.84
H -0.9039 -5.1324 -0.4710 0.04 0.68 -0.54
H 0.3075 -2.3784 -0.7683 -0.23 -0.53 -0.49
H 1.0909 -3.9887 -0.7908 -0.49 0.59 -0.31
H 1.6515 -3.1811 -3.0043 -0.68 0.00 0.14
H 0.3089 -4.3294 -3.2490 0.28 0.66 0.53
H -1.3597 -2.4995 -3.3115 0.75 0.17 -0.34
H -0.2212 -2.4222 -4.6740 0.26 0.14 0.83
H -0.4287 -0.1614 -4.0272 0.14 -0.36 0.79
H -0.6965 -0.4818 -2.2999 0.62 -0.43 -0.42
H 1.8941 0.0550 -3.8791 -0.25 -0.53 0.52
H 2.0926 -1.0990 -2.4783 -0.46 0.24 -0.59
H 0.3845 1.3483 -1.9136 0.75 -0.40 0.03
H 1.5778 0.5108 -0.8616 -0.09 0.19 -0.70
H 2.0944 2.5115 -3.1750 0.50 -0.62 0.36
H 3.4442 1.5669 -2.3180 -0.66 0.60 -0.08
H 1.4219 2.9883 -0.4903 0.66 0.05 -0.51
H 2.3132 4.1456 -1.5204 0.09 -0.77 0.24
H 4.1980 3.9270 -0.2489 -0.26 -0.81 0.38
H 4.2893 2.1224 -0.3863 -0.84 0.91 -0.25
H 2.1505 2.3044 1.3787 0.85 0.12 0.26
H 3.9144 2.1016 1.8857 -0.64 0.45 -0.19
H 2.2225 4.7076 1.5978 0.77 -0.12 0.34
H 4.0325 4.7528 1.7451 -0.51 -0.38 0.38
H 3.2090 3.1339 3.9436 -0.10 0.71 0.04
H 3.4547 4.9285 4.1270 -0.54 -0.56 -0.32
H 1.0192 3.3992 4.1003 -0.02 0.52 0.40
H 0.8866 6.3316 4.3908 0.17 -0.79 0.00
H 1.9381 5.4725 5.5628 -0.65 -0.32 -0.27
C -6.4008 1.7035 -0.4490 0.09 0.08 -0.06
C -6.6350 1.8101 -1.9601 -0.11 0.06 0.04
C -5.6999 0.8057 -2.6416 -0.10 0.44 -0.27
S -5.4318 -0.5123 -1.4556 -0.47 0.46 -0.02
O -4.0429 -0.5069 -1.0673 -0.04 -0.19 -0.14
O -6.0972 -1.7035 -1.9198 0.02 0.16 -0.20
C -6.3932 0.2115 -0.1357 -0.15 0.29 0.29
H -7.1707 2.2272 0.1179 0.05 -0.03 0.00
H -5.4340 2.1445 -0.1929 -0.05 -0.03 0.04
H -7.6746 1.5571 -2.1859 0.04 -0.01 0.01
H -6.4580 2.8221 -2.3256 0.00 -0.05 0.00
H -6.1419 0.3906 -3.5456 0.14 -0.15 0.06
H -4.7327 1.2521 -2.8722 0.03 -0.12 0.08
H -5.9387 -0.0247 0.8249 0.07 -0.13 -0.10
H -7.3992 -0.2070 -0.1891 0.07 -0.07 -0.04
C 3.4424 -3.1608 1.7743 0.08 -0.06 0.05
C 4.1187 -2.1760 2.7339 -0.12 0.00 0.08
C 5.1559 -1.3889 1.9267 0.12 -0.02 0.49
S 4.5547 -1.3570 0.2373 -0.22 -0.02 0.19
O 5.4693 -2.1043 -0.5922 0.00 0.20 -0.09
O 4.1409 -0.0167 -0.0949 0.26 -0.30 -0.28
C 3.1057 -2.3556 0.5249 -0.22 -0.28 0.16
H 2.5505 -3.6077 2.2146 0.03 0.02 -0.04
H 4.1365 -3.9680 1.5232 -0.05 0.01 -0.03
H 3.3700 -1.4904 3.1390 0.03 -0.02 -0.03
H 4.5830 -2.6881 3.5774 -0.01 0.05 -0.03
H 5.2606 -0.3678 2.2901 0.05 0.01 -0.19
H 6.1263 -1.8848 1.9287 -0.03 0.03 -0.14
H 2.9069 -2.9749 -0.3463 0.10 0.17 -0.09
H 2.2674 -1.6808 0.7059 0.06 0.03 -0.06
```
Forces are in eV/Å.

net charge = -1
Kohn-Sham gap = 5.714 eV
HOMO = -3.82 eV
energy = -2324.40533 a.u.

# C20H12Br2N2O3Pd

C20H12Br2N2O3Pd as an isolated structure (wB97M-V/def2-TZVPD, the OMol25 dataset).

```
40
Properties=species:S:1:pos:R:3:forces:R:3
Pd 0.8409 -0.4671 -0.7418 -0.05 0.12 -0.05
O 4.7936 -1.2945 -0.5977 0.02 0.00 0.00
C 3.6035 -1.0474 -0.3840 -0.04 0.00 -0.03
O 2.6910 -1.0596 -1.3050 0.08 -0.05 0.01
C 3.1322 -0.7113 0.9959 0.02 0.00 0.03
C 4.0161 -0.6076 2.0500 -0.01 0.00 0.02
C 3.5615 -0.2831 3.3208 0.00 0.00 0.00
C 2.1622 -0.0911 3.5274 0.02 -0.01 0.00
C 1.5967 0.2218 4.7706 -0.02 0.00 -0.01
C 0.2215 0.3763 4.9326 0.00 0.00 0.01
C -0.6168 0.2056 3.8381 0.01 0.00 -0.01
C -0.0919 -0.1011 2.5877 0.01 0.00 0.02
C 1.2954 -0.2363 2.3951 -0.02 -0.01 -0.02
N 1.7869 -0.5086 1.1553 -0.06 0.02 -0.05
H 5.0624 -0.7846 1.8363 0.00 0.00 0.00
H 4.2423 -0.1884 4.1599 0.00 0.00 0.00
H 2.2611 0.3388 5.6223 0.00 0.00 0.00
H -0.1887 0.6174 5.9074 0.00 0.00 0.00
H -1.6908 0.3021 3.9550 0.00 0.00 0.00
H -0.7371 -0.2692 1.7339 0.00 0.00 0.00
Br -3.1828 -3.6901 -3.4949 0.01 0.03 0.02
C -2.6940 -1.8674 -3.2402 -0.04 -0.06 -0.09
C -3.0634 -0.9404 -4.1882 0.03 0.00 0.07
C -2.8593 0.4200 -3.9799 -0.01 0.06 -0.03
Br -3.6600 1.6152 -5.2547 0.01 -0.02 0.02
C -2.2505 0.9174 -2.8285 -0.02 -0.01 -0.03
C -2.3179 2.2299 -2.3736 0.02 -0.03 0.07
C -1.8120 2.5829 -1.1284 -0.04 0.00 -0.06
C -1.1983 1.5931 -0.3344 -0.06 0.00 0.01
N -1.0698 0.3447 -0.6830 0.13 -0.11 -0.07
C -1.4280 -0.0844 -2.0365 0.02 0.00 0.03
C -2.0256 -1.5133 -2.0121 0.09 0.07 0.09
O -1.8320 -2.2711 -1.0797 -0.11 -0.03 -0.02
H -3.5778 -1.2712 -5.0805 0.00 0.02 -0.01
H -2.8169 2.9689 -2.9887 0.00 0.00 0.00
H -1.8896 3.5954 -0.7574 0.01 -0.01 0.02
H -0.7810 1.8520 0.6361 0.00 0.02 -0.01
C 0.0226 -0.3122 -2.5903 0.00 0.04 0.05
H 0.1195 -1.1736 -3.2516 0.00 -0.03 0.03
H 0.3750 0.5922 -3.0933 -0.02 0.00 -0.02
```
Forces are in eV/Å.

net charge = -2
Kohn-Sham gap (alpha / beta) = 3.510 / 6.203 eV
relative energy (zero: lowest compared OMol25 entry of this formula, charge and spin) = 0.0 kJ/mol
HOMO (alpha / beta) = 0.60 / -2.10 eV
energy = -6380.51009 a.u.
multiplicity = 3

no.,M (g mol⁻¹)
1,862.0
2,24.0
3,538.8
4,594.6